C6H13Cl2 | ωB97M-V with the def2-TZVPD basis set

Output
Electronic energy: -31475.1934 eV
Molecular weight: 156.1 g/mol
Highest occupied orbital energy (spin up / spin down): -7.10 / -11.01 eV
Frontier orbital gap (spin up / spin down): 5.90 / 9.81 eV

```
! wB97M-V def2-TZVPD RIJCOSX def2/J DEFGRID3
* xyz 0 2
Cl 1.04 -1.48 -1.01
Cl -0.90 -0.97 -0.73
C -3.41 0.24 4.39
C -1.89 0.54 4.27
C -1.09 -0.63 4.03
C 0.36 -0.57 3.93
C 0.79 -1.13 2.56
C 1.01 -1.42 5.05
H -3.93 1.19 4.55
H -3.80 -0.25 3.48
H -3.63 -0.43 5.23
H -1.72 1.27 3.45
H -1.54 1.04 5.20
H -1.55 -1.62 4.00
H 0.66 0.49 4.05
H 0.34 -0.60 1.72
H 1.88 -1.12 2.46
H 0.45 -2.18 2.47
H 0.72 -1.08 6.05
H 0.69 -2.47 4.98
H 2.10 -1.41 4.97
*
```